[1]
DFT (the ωB97M-V functional and the def2-TZVPD basis) results for C11H12MgN7S4SbSe as an isolated structure.

Geometry (Å):
Mg: 7.16444 9.57192 10.39244
S: 7.78385 7.11791 13.80990
Sb: 5.75034 8.19848 13.13667
S: 6.64867 10.58453 12.92173
S: 5.47282 7.60413 10.73350
S: 9.77285 9.01946 10.50077
C: 9.64884 7.44770 9.86911
N: 9.34433 6.44556 10.81045
C: 9.13426 5.10831 10.43261
C: 9.16226 4.77559 9.09725
C: 9.42914 5.82085 8.20643
N: 9.74288 7.05131 8.59642
H: 9.10660 6.71878 11.77238
H: 8.89530 4.39572 11.23592
H: 8.96916 3.77125 8.69585
H: 9.37472 5.72786 7.15588
N: 5.09825 10.38398 4.41027
C: 5.88036 9.99201 5.18630
N: 6.93576 9.65853 5.93558
C: 6.98003 9.56993 7.20583
N: 7.19738 9.47990 8.37418
C: 4.39538 11.80254 7.68578
N: 5.41262 12.79422 8.01079
C: 5.75964 13.87102 7.21712
C: 6.69678 14.56981 7.91405
N: 6.89941 13.90697 9.13252
C: 7.91124 14.23401 10.12235
C: 6.06972 12.82911 9.19837
Se: 5.57365 11.95123 10.69322
H: 4.91562 10.85230 7.49492
H: 3.87834 12.04999 6.76300
H: 3.68044 11.75349 8.50593
H: 5.29352 14.04469 6.23040
H: 7.16699 15.50533 7.66428
H: 8.62353 14.93512 9.69976
H: 8.37052 13.34395 10.47452
H: 7.47184 14.73192 11.01927

HOMO-LUMO gap (alpha / beta) (eV): 6.03 / 5.17
Calculated total energy (eV): -142706.4868
Charge: -1
HOMO (alpha / beta) (eV): -4.2 / -4.2
Spin multiplicity: 2

---

[2]
DFT (the ωB97M-V functional and the def2-TZVPD basis) results for a 2-piece molecular cluster, H2N4O4P overall.

Geometry (Å):
N: -1.07772 -0.99742 2.60564
N: 0.73458 0.71858 1.72845
N: 0.38916 -0.47140 -1.59226
N: -1.88826 -0.70711 1.93210
O: 2.39974 0.96734 -1.08527
O: -0.08756 1.94676 -0.81365
O: -2.79152 -0.48931 1.29479
O: 0.88131 -0.00776 0.70301
P: 0.97416 0.88436 -0.82591
H: -0.52360 -0.63913 -2.07851
H: 0.98972 -1.20491 -1.86837

HOMO-LUMO gap (alpha / beta) (eV): 7.52 / 7.55
Calculated total energy (eV): -23470.3175
Charge: -1
HOMO (alpha / beta) (eV): -3.7 / -3.7

---

no.,strongest force on any atom (hartree/bohr)
1,0.054
2,0.120